136
Properties=species:S:1:pos:R:3:forces:R:3 method="wB97M-V/def2-TZVPD" de_lowest_ev=0.000 e_homo_ev=-9.1054 total_energy_ev=-72958.02827 gap_ev=9.28 spin_multiplicity=1 charge=0
C 8.784717 -4.850671 20.194673 0.65 -0.83 0.62
C 8.017993 -5.543479 19.075876 -0.15 -0.10 -0.46
C 8.110929 -7.063203 19.176878 0.36 0.18 -0.04
O 6.648996 -5.176601 19.050180 0.01 0.10 0.24
H 8.546950 -5.329835 21.151729 -0.29 0.06 -0.04
H 8.663612 -3.780339 20.359376 -0.28 0.03 -0.51
H 9.852443 -5.063164 20.078182 0.01 0.25 -0.15
H 8.451899 -5.335478 18.087681 0.15 0.49 0.17
H 7.856151 -7.528769 18.225120 -0.27 0.06 0.04
H 7.464758 -7.461584 19.958379 0.08 0.03 0.09
H 9.156778 -7.323613 19.359602 -0.09 -0.15 0.23
H 6.564377 -4.377682 18.514366 -0.29 -0.18 -0.21
C 5.029983 -0.560208 19.757392 -0.17 -0.31 0.09
C 5.494276 -0.493426 18.303546 1.17 1.02 1.73
C 6.917165 -0.992072 18.072741 -0.25 -0.13 0.33
O 4.563346 -1.179932 17.495678 0.30 0.19 -0.59
H 4.799568 -1.575837 20.100201 0.05 -0.19 -0.48
H 4.082239 -0.016868 19.794300 0.12 0.18 0.42
H 5.770357 -0.205941 20.476233 -0.07 0.44 -0.16
H 5.583626 0.584035 18.099047 -0.71 -0.05 -0.55
H 7.725594 -0.313432 18.353708 -0.52 0.59 0.03
H 6.999497 -1.131661 16.994393 0.42 -0.75 0.13
H 7.135111 -1.819326 18.756081 -0.13 -0.68 -0.79
H 3.687256 -0.835200 17.710983 -0.34 0.07 0.01
C 1.570512 -3.409213 16.912684 -0.33 0.17 -0.24
C 1.042220 -4.343008 17.995475 -0.25 -1.31 -1.08
C 2.172530 -4.913157 18.822832 0.02 -0.27 1.15
O -0.005599 -3.809123 18.794531 0.44 0.70 0.87
H 0.796918 -2.793116 16.441825 -0.13 0.11 0.32
H 1.960647 -3.954452 16.051533 0.28 -0.23 0.30
H 2.367897 -2.776102 17.309015 -0.04 0.07 -0.05
H 0.572739 -5.227150 17.539076 0.19 0.13 -0.46
H 2.844208 -4.142566 19.209478 0.05 0.01 -0.10
H 2.757000 -5.680933 18.314558 0.07 0.44 -0.57
H 1.807044 -5.485334 19.683361 -0.33 0.34 0.06
H -0.528051 -3.189680 18.278341 0.08 -0.06 -0.21
C 6.814602 -4.462570 15.141153 0.43 0.48 -1.45
C 5.784978 -3.400658 15.489663 -0.30 -1.11 -0.03
C 4.643281 -3.391410 14.482097 -0.43 -0.08 -0.33
O 5.371723 -3.748225 16.821452 0.01 1.05 -0.08
H 6.365385 -5.452808 15.058456 -0.09 -0.03 0.76
H 7.694088 -4.422039 15.782001 -0.16 -0.27 0.26
H 7.168174 -4.333809 14.107048 0.10 0.37 0.12
H 6.143965 -2.368057 15.462728 0.66 -0.19 0.20
H 4.078515 -2.460381 14.566596 -0.18 -0.12 0.00
H 3.952422 -4.234928 14.547544 0.08 -0.01 0.47
H 5.015242 -3.458666 13.456074 0.25 0.29 0.06
H 5.158974 -2.890990 17.238605 -0.43 -0.45 -0.05
C 8.562944 4.238394 16.653655 0.11 0.36 -0.56
C 7.772833 3.088504 17.216403 1.39 -0.68 1.50
C 6.317797 3.390459 17.546381 -0.03 -0.49 -0.23
O 7.919255 1.913232 16.377156 -1.11 0.33 -0.56
H 9.573279 3.930100 16.377945 -0.11 -0.20 -0.14
H 8.725557 5.038131 17.377790 -0.41 0.02 0.06
H 8.056787 4.634255 15.768028 0.15 0.16 0.02
H 8.300878 2.779361 18.129960 -0.30 0.31 0.21
H 5.688509 2.986725 16.754118 -0.17 0.36 -0.13
H 6.147205 4.457231 17.675698 0.03 0.04 -0.20
H 5.977302 2.905650 18.462769 0.22 -0.09 0.04
H 8.755729 1.488361 16.567798 0.12 0.09 0.13
C 2.085604 -3.134621 22.292685 0.14 1.83 0.13
C 2.390322 -3.506772 23.727339 -0.81 -0.39 0.05
C 3.359660 -2.593788 24.471367 0.55 -0.08 -0.86
O 1.148818 -3.616816 24.429254 0.03 -0.59 0.31
H 1.466180 -3.883522 21.812462 0.25 -0.02 -0.30
H 2.966882 -2.792284 21.738107 0.18 -0.91 -0.21
H 1.551018 -2.170571 22.288959 -0.44 -0.24 0.17
H 2.773843 -4.529013 23.655116 -0.01 -0.01 0.57
H 4.328779 -3.079236 24.533216 0.05 -0.03 0.23
H 3.073003 -2.347609 25.488504 -0.36 0.04 -0.09
H 3.537779 -1.711261 23.851704 -0.09 0.31 0.43
H 0.616116 -2.822015 24.333961 0.21 0.15 -0.20
C 0.966906 1.033950 20.036433 -0.48 -0.20 0.02
C 0.766109 0.112141 18.838249 0.54 1.11 -0.94
C -0.442143 0.476604 17.958992 0.02 -0.04 0.99
O 1.929249 0.365488 17.972768 0.10 -0.73 0.67
H 0.404058 0.676472 20.900456 0.06 0.16 0.07
H 0.644916 2.051681 19.801120 -0.04 -0.01 0.03
H 2.031203 1.069820 20.261237 -0.03 -0.13 0.27
H 0.802101 -0.921331 19.180728 0.10 -0.14 -0.44
H -1.374295 0.191812 18.451338 -0.07 0.07 -0.10
H -0.403486 0.061960 16.955344 0.09 -0.31 0.08
H -0.418893 1.566529 17.869912 -0.22 0.00 -0.11
H 1.889116 1.313821 17.802849 0.15 -0.04 -0.23
C 6.481783 2.565722 21.756239 -0.18 -0.61 0.73
C 7.053928 3.881197 22.275749 -1.39 0.52 0.97
C 6.739667 4.994263 21.289620 0.52 -0.91 -1.10
O 6.376983 4.267653 23.492314 -0.11 -0.06 0.11
H 5.422811 2.614200 21.484390 0.20 0.73 -0.69
H 6.341833 1.820461 22.548723 0.96 -0.03 0.13
H 7.115264 2.156587 20.968917 -0.23 -0.17 -0.11
H 8.105417 3.803970 22.565513 0.15 -0.05 -0.68
H 7.364761 4.771152 20.413822 0.12 0.53 0.01
H 6.864908 6.016327 21.630613 0.25 -0.09 0.20
H 5.731591 4.858417 20.893783 -0.18 0.14 0.38
H 6.796192 3.819069 24.232365 -0.09 -0.06 -0.02
C 4.893159 1.650058 14.253062 0.56 -0.24 -2.01
O 3.872988 1.484484 13.573177 -0.14 0.04 1.03
N 5.800560 2.613132 13.870952 -0.53 -0.40 0.81
N 5.358427 0.846538 15.236551 -0.32 0.33 0.12
H 5.526833 3.209485 13.115086 0.23 0.16 0.02
H 6.668926 2.664395 14.373380 0.19 0.40 -0.32
H 4.841357 0.040773 15.550379 -0.02 0.07 0.11
H 6.204519 1.156712 15.695567 -0.01 -0.53 0.26
C 7.113415 -2.063518 22.888533 0.25 -0.09 -2.50
O 7.478422 -1.145336 22.137357 -0.44 -0.31 0.79
N 7.948907 -2.599786 23.810382 0.11 0.37 0.41
N 5.964608 -2.740492 22.652500 0.28 -0.30 1.24
H 7.643046 -3.249491 24.510379 0.06 -0.01 0.05
H 8.800071 -2.082278 23.949365 -0.03 -0.09 0.24
H 5.763593 -3.475599 23.301709 -0.36 -0.28 -0.33
H 5.377390 -2.619932 21.851926 0.16 0.32 -0.12
C 0.785465 -0.376347 14.272621 0.69 -0.99 0.44
O 0.009732 -1.292801 14.532014 -0.27 0.60 -0.31
N 0.993192 0.234848 13.083489 -0.16 0.43 -0.60
N 1.693182 0.085301 15.178521 -0.21 0.00 0.23
H 0.379521 0.161310 12.295846 -0.06 -0.21 0.10
H 1.831336 0.795288 13.034018 -0.17 0.05 -0.48
H 2.316251 0.819861 14.882076 0.31 -0.18 0.32
H 1.800394 -0.404893 16.048964 0.00 0.26 -0.01
C 10.585831 -0.188974 20.416711 1.66 1.24 -1.81
O 11.615977 0.412523 20.073886 -0.91 -0.26 0.76
N 9.882680 0.014882 21.539680 -0.69 -1.07 0.47
N 9.992381 -1.045587 19.522403 -0.46 -0.41 -0.11
H 10.071305 0.733081 22.208172 0.41 0.04 -0.08
H 9.129151 -0.655970 21.704862 -0.01 0.90 0.36
H 9.316674 -1.723529 19.837676 0.02 0.11 0.03
H 10.503181 -1.289652 18.680332 0.35 -0.12 0.42
C 10.928571 -2.311967 16.220883 -1.56 0.93 0.40
O 11.456596 -2.251553 17.321818 0.36 -0.43 -0.65
N 10.861465 -3.420114 15.431152 1.15 -0.15 0.51
N 10.184708 -1.248166 15.744829 -0.03 -0.12 -0.26
H 10.129901 -3.590274 14.770754 -0.08 0.04 -0.05
H 11.413100 -4.178120 15.798307 -0.27 -0.23 -0.25
H 10.119685 -0.420143 16.304472 0.29 -0.05 0.17
H 9.920437 -1.161169 14.780089 0.06 -0.11 -0.02



54
Properties=species:S:1:pos:R:3:forces:R:3 method="wB97M-V/def2-TZVPD" de_lowest_ev=23.306 e_homo_ev=-6.2394 total_energy_ev=-101357.56417 gap_ev=6.86 spin_multiplicity=1 charge=0
C -1.965013 -3.272631 1.000996 1.91 -2.71 -4.65
C -1.663628 -2.621906 -0.448095 -8.64 -5.39 1.06
O -2.750472 -1.706818 -0.849891 -1.81 -5.11 -3.11
C -3.014010 -0.594490 -0.289210 -5.85 0.13 -4.08
C -2.127491 -0.158654 0.452797 1.24 10.49 7.63
C -2.366387 1.220811 1.139529 -0.41 -0.08 -0.14
C -3.517376 1.911270 0.882024 0.94 3.24 -2.63
C -4.382916 1.469262 -0.234263 1.27 -1.69 2.33
C -4.278610 0.184295 -0.716907 5.08 1.20 4.10
O -5.168785 -0.283695 -1.483128 0.23 7.19 -3.07
C -5.672930 -1.394050 -1.517559 -0.21 -13.69 -1.24
C -6.226962 -2.013165 -0.297593 8.32 -3.96 1.37
H -5.292996 -2.321491 0.420417 -2.02 1.88 -0.64
H -6.500228 -3.024757 -0.280606 -1.12 -1.43 -1.50
H -6.919559 -1.475652 0.053960 -5.19 4.21 3.65
H -6.495232 -1.613923 -2.144259 -0.49 1.19 -2.03
H -4.766330 -2.387019 -1.855326 -2.42 2.81 0.29
Br -5.955756 2.354928 -0.528244 -1.11 0.98 -0.40
H -3.475881 3.152481 1.007671 -0.51 -3.55 0.31
C -1.312854 1.979703 2.125464 1.33 -4.70 -8.26
N -0.220044 1.054415 2.205145 -6.53 -1.09 13.65
C 0.787047 1.025147 1.592029 12.49 -1.29 -15.35
C 2.083401 0.472937 1.954579 -3.56 1.63 -0.65
C 3.105848 0.210850 1.235212 4.45 -0.09 -6.46
C 3.111454 0.691571 -0.528466 7.92 -7.04 11.59
C 2.000139 1.099056 -0.757328 -8.68 2.66 0.89
C 0.850587 1.099901 0.086964 -3.77 4.41 2.61
H -0.027266 1.870002 -0.350923 1.98 -2.49 0.85
H 1.733406 1.299682 -1.678510 -1.27 1.26 -4.94
N 4.183475 0.237240 -1.121886 0.24 4.07 -7.08
C 4.570105 1.449687 -2.143270 0.19 -2.97 1.96
H 3.679343 1.939816 -2.487410 -0.23 0.65 0.40
C 5.676757 2.245115 -1.419322 -4.13 -1.89 3.80
H 5.996718 2.828443 -2.160223 1.84 3.38 -2.07
O 6.730992 1.365996 -1.058146 2.13 7.83 -4.70
C 6.431897 0.610192 -0.127792 -4.37 -8.86 3.45
C 5.337847 -0.481701 -0.959750 -3.78 3.49 17.39
H 5.016491 -1.264416 0.161757 1.17 1.38 -3.91
H 5.706917 -0.902251 -1.677421 4.05 -4.72 -8.10
H 7.183288 -0.031649 0.138392 2.80 -1.61 0.08
H 6.097135 0.777513 0.929438 -0.83 1.55 -1.04
H 5.083218 2.780693 -0.316109 2.13 -1.34 -3.53
H 4.866123 0.835447 -2.970849 1.04 0.29 -0.83
H 4.012314 -0.416501 1.509722 -1.49 1.16 0.21
H 2.061340 0.131294 2.866261 0.27 -1.95 5.59
H 0.218029 0.895519 3.258092 -2.60 0.37 -2.33
H -1.693535 2.077139 2.993874 -2.68 1.44 5.86
H -0.807596 2.729345 1.593580 -0.51 2.31 -0.46
H -1.244141 -0.430172 0.799032 3.73 -2.42 0.69
H -1.010995 -1.977804 -0.425198 8.33 5.28 0.05
H -1.752460 -3.329773 -1.272621 0.86 0.02 0.29
H -2.900874 -3.825953 0.858132 0.15 0.37 0.73
H -1.909157 -2.466671 1.605128 -0.50 2.12 2.64
H -1.104384 -4.004607 1.230114 -1.37 1.09 -0.28